1.
# C7H29NO10

11 unconnected molecules or ions with the total composition C7H29NO10 in a non-equilibrium geometry (ωB97M-V/def2-TZVPD, the OMol25 dataset).

```
47
Properties=species:S:1:pos:R:3:forces:R:3:mulliken_charge:R:1
O 2.75811 -1.89390 1.36369 0.30 -0.41 0.54 -0.6969
O 3.41126 -0.57786 -1.09991 0.15 0.33 0.12 -0.6324
O 0.82407 2.73362 1.43827 0.27 0.19 -0.15 -0.6243
O 0.61985 -0.93281 -2.25831 0.31 -0.09 -1.04 -0.6169
O 0.63095 3.38524 -3.24160 0.24 -1.58 0.39 -0.6656
O 1.91194 -0.81390 3.81217 -0.61 -0.08 0.28 -0.6461
O 0.67128 0.60476 -4.68278 0.28 -0.74 0.95 -0.6627
O -1.78576 0.02486 2.89679 0.23 0.09 1.35 -0.5418
O 1.28895 1.44926 -1.28531 0.97 1.25 0.08 -0.6604
O -4.41029 -0.12338 1.81898 0.04 -0.12 -0.09 -0.6948
N -2.52267 1.25278 -1.44218 0.84 -0.66 0.50 0.0477
C -1.92797 0.04556 -1.25357 0.03 -0.88 -0.45 -1.4123
C -0.66103 -2.30159 0.63593 0.15 1.53 -0.19 0.0575
C -1.23315 0.01622 -0.05534 -1.72 1.09 0.46 1.1120
C -0.00307 -3.32099 1.48378 2.69 -0.15 0.42 -1.0895
C -0.40033 -0.97532 0.60069 -0.68 -1.82 -0.01 -0.7774
C -1.59206 1.24441 0.60464 -0.29 1.75 -3.50 -0.4023
C -2.25020 2.04367 -0.36522 0.43 -1.07 0.99 -1.0595
H 0.00820 0.40229 -4.00615 -0.43 0.44 -0.35 0.3362
H -0.32013 -4.33044 1.22662 -0.34 0.09 0.57 0.3591
H 1.13340 -3.35085 1.33293 -1.83 -0.10 -0.08 0.0693
H 4.37729 -0.51910 -1.13963 -0.30 -0.21 0.02 0.2796
H 0.22153 3.39874 1.78681 0.06 -0.03 0.08 0.3142
H 0.94544 0.87777 -1.98739 -0.21 -0.62 0.75 0.4068
H 0.40763 2.84174 -2.46350 -0.35 1.05 0.37 0.3748
H 3.12868 0.32050 -0.87410 -0.01 0.13 -0.42 0.2838
H -0.20542 -1.28622 -1.91383 0.54 -0.12 0.43 0.2182
H -1.97053 0.66609 3.60048 -0.20 -0.27 -0.09 0.3068
H 1.29034 -0.08293 -4.37425 0.20 0.32 -0.63 0.3370
H -4.26460 -0.01067 0.87361 -0.05 0.07 0.04 0.3014
H 1.36277 -1.06508 -1.65554 -0.26 -0.46 0.08 0.2957
H -2.10474 -0.70036 -2.02349 0.24 -0.07 0.24 0.5202
H 2.52133 -0.08415 3.68599 0.17 -0.13 -0.17 0.2967
H 2.51160 -2.66058 0.82500 0.30 0.71 -0.13 0.3475
H 0.38595 -0.56159 1.20389 0.40 0.05 0.44 0.9209
H 0.00836 -3.05515 2.57034 -0.74 -0.51 -0.74 0.2485
H 1.13295 2.63962 -3.62723 0.01 0.82 -0.91 0.3673
H -3.51401 -0.26236 2.15975 -0.07 0.01 -0.05 0.3635
H -0.81966 0.02898 2.87251 -0.01 -0.36 0.00 0.2189
H 0.83651 2.91956 0.48845 0.00 -0.01 0.06 0.3381
H 2.53386 -1.09349 0.88334 0.14 -0.28 -0.44 0.3294
H -1.33435 1.61401 1.55698 0.47 0.13 0.25 0.4728
H 1.17002 1.08882 -0.40309 -0.72 -0.43 -0.27 0.2086
H 2.12522 -1.50326 3.16537 0.31 0.37 -0.10 0.3574
H -3.07249 1.43308 -2.25447 -0.10 0.53 -0.18 0.1769
H -2.33552 3.09976 -0.50582 -0.58 0.39 0.62 0.4351
H -1.48953 -2.62537 0.02572 -0.30 -0.19 -0.04 0.4811
```
Forces are in eV/Å.

molar mass = 287.31 g mol⁻¹
ΔE to the lowest compared entry with this formula, charge and spin = 95.90 kcal per mole
gap between HOMO and LUMO = 0.3129 Eh
highest occupied orbital energy = -8.52 eV
LUMO energy = -0.010 eV

2.
# C5H11O2

2 unconnected molecules or ions with the total composition C5H11O2 in a non-equilibrium geometry (ωB97M-V/def2-TZVPD, the OMol25 dataset).

```
18
Properties=species:S:1:pos:R:3:forces:R:3:mulliken_charge:R:1
O -1.91355 -0.03619 1.01539 0.19 -1.13 -0.38 -0.7598
O -1.03573 1.08742 -0.69601 0.12 -0.38 0.06 -0.7742
C 0.27059 -1.72648 -0.81989 -1.59 -0.03 -0.92 -1.1210
C -1.18151 -1.21202 -1.01329 -0.23 -0.99 0.82 -0.3272
C 2.59569 0.33831 0.68846 -0.87 -1.67 -1.71 -0.3436
C -1.41059 0.01022 -0.13169 0.01 2.49 -0.34 0.5117
C 1.84675 1.64909 0.91082 -0.26 0.05 0.37 -0.6914
H 0.45860 -2.56278 -1.48078 -0.13 -0.85 0.21 0.3870
H -1.42173 -1.01266 -2.05454 0.24 0.35 -0.07 0.3153
H 2.45966 2.48209 0.54950 -0.39 0.05 0.07 0.2657
H 0.36634 -1.97161 0.23704 0.63 0.05 -0.15 0.3266
H -1.91801 -1.94939 -0.67813 0.26 -0.39 0.02 0.2768
H 0.95644 -1.00884 -1.23629 0.19 0.59 0.49 0.1712
H 3.60268 0.33066 0.25494 -0.07 0.74 0.11 0.3470
H 0.84149 1.62243 0.44743 0.68 0.08 -0.44 0.1858
H 1.97255 -0.19348 -0.06546 0.84 0.44 0.31 -0.2981
H 2.64090 -0.46398 1.41845 -0.18 0.49 1.02 0.2902
H 1.54751 1.82696 1.93729 0.55 0.11 0.53 0.2379
```
Forces are in eV/Å.

molar mass = 103.14 g mol⁻¹
charge = -1
ΔE to the lowest compared entry with this formula, charge and spin = 19.29 kcal per mole
gap between HOMO and LUMO = 0.2872 Eh
highest occupied orbital energy = -3.75 eV
LUMO energy = 4.061 eV